Entry 1:
{
  "formula": "C3H5NOS",
  "method": "wB97M-V/def2-TZVPD",
  "species": ["S", "N", "H", "O", "C", "C", "H", "H", "H", "C", "H"],
  "positions_angstrom": [[-0.969808, 0.494509, 1.990687], [0.140783, -1.209943, 0.223498], [0.083748, 2.141329, -0.295943], [0.862154, -0.899224, -2.206157], [0.508910, 0.873391, -0.534729], [-0.236468, 0.027773, 0.495706], [0.826620, -1.503328, -0.528451], [0.094221, -2.077604, 0.890232], [-0.310679, 1.036556, -3.161993], [0.552790, 0.344297, -2.043325], [1.988917, 0.681514, -0.175970]],
  "atomic_forces_ev_per_a": [[0.78, -0.22, -2.67], [0.94, -5.21, 1.50], [1.81, -4.08, -1.27], [-0.86, 6.66, -0.48], [2.28, 4.47, 0.37], [1.30, -0.66, 1.53], [-1.44, 1.38, 0.84], [-0.76, 2.86, -1.12], [2.82, -1.68, 3.15], [-2.37, -4.50, -0.89], [-4.51, 0.98, -0.93]],
  "nbo_charge": [-0.17, -0.78, 0.29, -0.57, -0.58, 0.10, 0.43, 0.41, 0.15, 0.43, 0.27],
  "orbital_gap_ev": 7.6,
  "e_above_lowest_kcal_mol": 143.8,
  "lumo_ev": -0.98,
  "mol_weight_g_mol": 103.15,
  "total_energy_ha": -645.28244
}


Entry 2:
{
  "formula": "C3H5NOS2",
  "method": "wB97M-V/def2-TZVPD",
  "species": ["H", "C", "H", "C", "S", "O", "H", "C", "S", "H", "H", "N"],
  "positions_angstrom": [[2.675300, -0.929452, 0.942765], [-2.648673, 0.843001, 0.113222], [1.665770, -0.080503, 2.028455], [1.859622, -0.187365, 0.936224], [-1.767376, -1.765948, -0.444875], [-3.042077, 1.906949, 0.304234], [0.422577, 0.271495, -2.198436], [1.182247, 0.415725, -0.053151], [1.708503, 0.289490, -1.745338], [-0.374069, -1.580711, -0.298289], [0.440502, 1.041404, 0.245622], [-2.122327, -0.224090, 0.169562]],
  "atomic_forces_ev_per_a": [[-0.26, 0.49, -1.27], [0.94, -1.49, 0.43], [-0.66, 0.63, -1.02], [0.26, -0.73, 1.38], [1.26, 1.10, 0.31], [-1.06, 1.98, -0.19], [0.61, 0.03, -0.13], [3.42, -2.35, 0.49], [-1.17, 0.04, 0.30], [-1.43, -0.35, -0.18], [-2.22, 1.90, 0.25], [0.31, -1.26, -0.37]],
  "nbo_charge": [0.21, 0.84, 0.21, -0.40, 0.24, -0.51, 0.13, -0.36, 0.02, 0.15, 0.21, -0.73],
  "smiles": "O=C=NS.C=CS",
  "orbital_gap_ev": 9.6,
  "e_above_lowest_kcal_mol": 51.4,
  "lumo_ev": 0.45,
  "mol_weight_g_mol": 135.21,
  "total_energy_ha": -1043.60733
}


Entry 3:
{
  "formula": "C3H5NOS2",
  "method": "wB97M-V/def2-TZVPD",
  "species": ["H", "C", "S", "S", "H", "O", "H", "C", "C", "H", "N", "H"],
  "positions_angstrom": [[-2.190431, -1.844399, 1.256862], [0.909024, 0.527501, -1.405436], [0.011538, 0.678879, -2.797831], [-2.199573, -1.337911, -0.078040], [-1.289548, 0.574062, 1.153144], [2.132213, -0.117699, 0.990701], [2.031089, 0.863814, -1.302420], [0.279501, 0.246321, -0.207160], [-1.208345, 0.192145, 0.149105], [2.387670, -0.343087, 1.959357], [0.769674, -0.149513, 0.933564], [-1.632812, 0.709888, -0.651845]],
  "atomic_forces_ev_per_a": [[0.21, 0.71, -1.73], [1.72, 2.21, -2.80], [1.32, -0.28, 1.24], [0.42, -0.77, 1.87], [-0.57, 0.32, -0.15], [1.34, -0.71, 2.10], [-2.13, -1.03, -0.53], [-2.04, -2.86, 5.03], [0.19, -0.81, -1.52], [-0.91, 0.48, -2.45], [1.75, 0.91, -0.48], [-1.31, 1.81, -0.59]],
  "nbo_charge": [0.14, -0.31, 0.08, -0.05, 0.25, -0.55, 0.25, 0.04, -0.53, 0.49, -0.04, 0.23],
  "smiles": "O/N=C(\\C=S)CS",
  "orbital_gap_ev": 7.4,
  "e_above_lowest_kcal_mol": 88.8,
  "lumo_ev": -1.55,
  "mol_weight_g_mol": 135.21,
  "total_energy_ha": -1043.54768
}


Entry 4:
{
  "formula": "C3H5NOS2",
  "method": "wB97M-V/def2-TZVPD",
  "species": ["S", "C", "C", "S", "H", "H", "H", "H", "N", "O", "C", "H"],
  "positions_angstrom": [[-3.875868, -0.538121, 0.555951], [-0.869431, -0.485420, 0.728554], [-1.549982, 1.008607, -1.591096], [-2.312749, 0.558671, 0.044828], [-0.658652, -0.281731, 1.771827], [0.483038, 0.794662, -1.959809], [1.033338, -0.557339, -0.109966], [0.600823, 0.966827, 0.422188], [-0.308571, 0.691204, -1.337959], [-2.096440, 1.833583, 0.708873], [0.210324, 0.146197, -0.143395], [-1.208010, -1.567817, 0.621456]],
  "atomic_forces_ev_per_a": [[0.61, 1.03, -1.29], [-1.56, -0.16, -1.68], [0.31, -0.64, -0.07], [0.62, -1.87, 3.28], [-0.58, 0.30, 0.11], [-0.70, 0.80, -0.95], [0.34, -0.17, -1.50], [0.21, 0.77, 0.45], [0.05, -0.74, -1.51], [-0.58, 0.95, -0.18], [0.32, -1.64, 3.70], [0.98, 1.37, -0.34]],
  "nbo_charge": [-0.42, -0.59, 0.02, 1.41, 0.25, 0.42, 0.23, 0.22, -0.55, -0.95, -0.30, 0.25],
  "orbital_gap_ev": 8.9,
  "e_above_lowest_kcal_mol": 98.9,
  "lumo_ev": -0.07,
  "mol_weight_g_mol": 135.21,
  "total_energy_ha": -1043.53157
}


Entry 5:
{
  "formula": "C3H5NOS2",
  "method": "wB97M-V/def2-TZVPD",
  "species": ["H", "O", "H", "N", "C", "S", "H", "S", "C", "C", "H", "H"],
  "positions_angstrom": [[-2.219065, -1.151481, 0.161788], [0.608778, 0.434352, 0.506356], [-0.164756, -2.171187, -1.039192], [0.304087, -1.291342, -1.123509], [-0.306460, -0.456548, 0.053906], [2.025756, -1.177634, -0.853049], [2.568907, 0.531389, 0.607840], [1.771075, 1.740218, -1.458488], [-1.501371, -0.499511, 0.618882], [1.826863, 0.456290, -0.079427], [0.552166, 2.260089, -1.037872], [-1.531224, 0.187713, 1.426673]],
  "atomic_forces_ev_per_a": [[-0.59, 0.00, 0.54], [-1.03, 0.12, 1.51], [0.58, -0.93, 0.02], [-1.47, 3.47, 2.59], [1.57, -1.42, -2.37], [0.00, -1.07, 0.02], [2.26, 0.85, 1.90], [-0.67, 0.30, 0.93], [1.20, -0.48, -1.31], [-1.92, -0.75, -4.15], [1.12, -0.35, -0.30], [-1.07, 0.27, 0.62]],
  "nbo_charge": [0.23, -0.50, 0.40, -0.78, 0.47, 0.36, 0.21, -0.09, -0.57, -0.10, 0.15, 0.24],
  "smiles": "C=C1NS[C@@H](S)O1",
  "orbital_gap_ev": 9.0,
  "e_above_lowest_kcal_mol": 61.8,
  "lumo_ev": 0.56,
  "mol_weight_g_mol": 135.21,
  "total_energy_ha": -1043.59082
}


Entry 6:
{
  "formula": "C3H5NOS3",
  "method": "wB97M-V/def2-TZVPD",
  "species": ["C", "S", "C", "C", "H", "S", "H", "S", "H", "H", "N", "O", "H"],
  "positions_angstrom": [[-0.163022, 0.374071, 0.537933], [-0.202359, 0.797335, -1.235609], [-1.539356, 0.016856, 1.090092], [1.548202, 0.442706, -1.518258], [-2.195090, -1.265799, -0.777101], [-2.287581, -1.528341, 0.530408], [0.203202, 1.254687, 1.067087], [1.064450, -0.944254, 0.717606], [3.007945, -0.524990, -0.542366], [-1.438725, -0.072503, 2.163284], [2.098753, -0.134444, -0.406121], [2.122960, 0.721273, -2.534378], [-2.219378, 0.863402, 0.907423]],
  "atomic_forces_ev_per_a": [[-0.03, 0.06, -0.15], [0.16, -0.11, 0.00], [-0.02, 0.42, -0.23], [-0.53, 0.13, -0.10], [0.00, 0.00, -0.11], [0.03, -0.05, 0.06], [-0.01, -0.01, 0.05], [-0.09, 0.19, -0.26], [0.52, -0.19, -0.03], [-0.08, -0.09, 0.34], [-0.22, -0.01, 0.28], [0.03, -0.05, 0.14], [0.23, -0.27, 0.02]],
  "nbo_charge": [-0.50, 0.19, -0.55, 0.54, 0.13, -0.01, 0.23, 0.43, 0.42, 0.24, -0.79, -0.57, 0.23],
  "smiles": "O=C1NS[C@H](CS)S1",
  "orbital_gap_ev": 9.1,
  "e_above_lowest_kcal_mol": 0.0,
  "lumo_ev": 0.29,
  "mol_weight_g_mol": 167.28,
  "total_energy_ha": -1441.86885
}


Entry 7:
{
  "formula": "C3H5NOS3",
  "method": "wB97M-V/def2-TZVPD",
  "species": ["N", "S", "H", "O", "H", "H", "H", "S", "S", "C", "C", "H", "C"],
  "positions_angstrom": [[1.856626, -0.083443, 0.106014], [3.545302, 0.383069, 0.358209], [1.706645, -1.467298, -1.695886], [0.128695, -1.517353, -0.763679], [0.295076, 1.555349, 0.357233], [-1.485088, -1.975230, 0.422654], [3.552961, 0.055144, 1.992111], [-1.037383, 1.572720, -0.516523], [-3.277026, -0.173326, 0.473405], [-0.729986, -1.146195, 0.311756], [-1.661337, -0.016625, 0.068288], [-0.037008, -1.138579, 1.317656], [1.432522, -0.974827, -0.724694]],
  "atomic_forces_ev_per_a": [[-0.13, -1.92, -0.53], [-1.29, -1.31, 2.95], [1.61, 0.82, 1.05], [1.15, 1.94, 1.20], [-2.81, -0.22, -2.13], [1.24, 0.33, 0.02], [-0.12, 0.80, -3.84], [2.31, -0.91, 2.25], [1.92, 0.17, -0.80], [0.49, -2.33, 2.31], [-1.29, 1.95, 0.78], [-2.01, 0.59, -2.27], [-1.07, 0.08, -0.98]],
  "nbo_charge": [-0.70, 0.15, 0.19, -0.50, 0.20, 0.24, 0.16, 0.02, 0.05, -0.21, -0.28, 0.24, 0.43],
  "smiles": "S=C(S)CO/C=N/S",
  "orbital_gap_ev": 8.0,
  "e_above_lowest_kcal_mol": 97.3,
  "lumo_ev": -0.86,
  "mol_weight_g_mol": 167.28,
  "total_energy_ha": -1441.71379
}


Entry 8:
{
  "formula": "C3H5NS",
  "method": "wB97M-V/def2-TZVPD",
  "species": ["C", "N", "H", "C", "H", "H", "C", "S", "H", "H"],
  "positions_angstrom": [[0.532343, 0.738108, 0.448749], [-0.522812, -0.606256, -1.220208], [0.497961, 1.758417, -0.122210], [-0.723465, -1.825868, -1.966703], [-0.034143, -1.362340, 0.529894], [-1.690847, -1.721881, -2.602706], [0.061617, -0.499915, -0.110529], [0.250458, -3.055866, -2.298551], [1.643553, 0.650243, 0.798688], [0.164547, 0.781566, 1.410733]],
  "atomic_forces_ev_per_a": [[3.74, 2.53, -0.70], [0.66, -1.60, -2.74], [-0.44, -2.30, 0.83], [-2.34, 2.58, -0.31], [0.86, -0.46, 0.61], [1.44, -0.21, 1.40], [-1.47, -1.00, -0.57], [0.53, -0.06, 0.47], [-1.45, -0.22, -1.13], [-1.52, 0.75, 2.14]],
  "nbo_charge": [-0.68, -0.45, 0.25, -0.15, 0.17, 0.20, 0.19, 0.00, 0.25, 0.24],
  "smiles": "C/C=N/C=S",
  "orbital_gap_ev": 8.5,
  "e_above_lowest_kcal_mol": 33.5,
  "lumo_ev": -0.20,
  "mol_weight_g_mol": 87.15,
  "total_energy_ha": -570.18109
}


Entry 9:
{
  "formula": "C3H5NS3",
  "method": "wB97M-V/def2-TZVPD",
  "species": ["S", "C", "H", "S", "S", "H", "H", "C", "H", "C", "N", "H"],
  "positions_angstrom": [[0.431954, -0.213362, -1.454961], [-1.341563, -0.858072, -1.785782], [-1.920460, 0.097736, -1.515252], [-1.467824, 1.824373, 0.284611], [2.237652, -1.054574, 0.754949], [-1.475802, -1.320719, -2.737375], [-2.052456, 0.455758, 2.028736], [-1.197821, 0.720983, 1.371500], [-0.084823, -0.820802, 1.989428], [0.772039, -0.450317, 0.329497], [-0.212544, -0.296729, 1.225264], [-1.603102, -1.713424, -1.187238]],
  "atomic_forces_ev_per_a": [[-0.41, -1.14, 0.30], [0.53, 2.33, 2.00], [0.13, -1.99, -0.93], [-0.24, 2.14, -0.74], [-0.39, 0.41, -0.08], [0.40, 0.75, -1.28], [1.25, 0.06, 0.46], [-0.37, -2.91, -0.88], [0.64, -2.29, 3.64], [1.02, -0.72, -2.50], [-2.65, 3.28, -1.14], [0.10, 0.08, 1.14]],
  "nbo_charge": [0.24, -0.73, 0.23, 0.05, -0.01, 0.24, 0.22, -0.16, 0.40, -0.08, -0.63, 0.22],
  "smiles": "CSC(=S)NC=S",
  "orbital_gap_ev": 7.4,
  "e_above_lowest_kcal_mol": 35.0,
  "lumo_ev": -1.08,
  "mol_weight_g_mol": 151.28,
  "total_energy_ha": -1366.55820
}


Entry 10:
{
  "formula": "C3H5NS3",
  "method": "wB97M-V/def2-TZVPD",
  "species": ["C", "C", "H", "H", "S", "C", "S", "H", "N", "H", "H", "S"],
  "positions_angstrom": [[0.082457, -0.560768, 0.909574], [-1.790651, 0.535625, 0.060339], [0.363750, -1.015121, 1.847123], [3.014194, 0.704794, -0.715021], [1.310965, -1.052853, -1.433499], [1.007950, 0.053120, -0.025208], [-0.655903, 1.615703, -0.930037], [-2.349448, -0.322391, -0.492347], [-1.133861, -0.289505, 1.070275], [0.088664, -1.628142, -1.420691], [-2.440032, 1.067174, 0.599080], [2.501913, 0.892364, 0.530414]],
  "atomic_forces_ev_per_a": [[-0.59, 1.12, 2.70], [2.00, -3.37, -2.41], [1.45, -0.90, -0.26], [0.25, 0.33, 0.57], [0.06, 0.18, 0.59], [-0.68, 1.16, -2.56], [0.97, -2.41, 1.62], [0.62, 1.86, 0.21], [-0.63, 0.19, -1.05], [0.21, 0.22, -0.04], [-2.80, 2.38, 1.59], [-0.88, -0.78, -0.96]],
  "nbo_charge": [-0.06, -0.39, 0.24, 0.14, 0.07, -0.31, -0.04, 0.21, -0.32, 0.14, 0.20, 0.12],
  "orbital_gap_ev": [7.8, 7.8],
  "e_above_lowest_kcal_mol": 62.2,
  "lumo_ev": [-0.80, -0.80],
  "mol_weight_g_mol": 151.28,
  "total_energy_ha": -1366.51477
}


Entry 11:
{
  "formula": "C3H5NSSi",
  "method": "wB97M-V/def2-TZVPD",
  "species": ["C", "C", "H", "N", "H", "C", "H", "S", "H", "H", "Si"],
  "positions_angstrom": [[2.570521, 0.464731, 0.185233], [2.305058, -0.951382, 0.112906], [-2.222888, 1.018267, 1.582023], [1.146569, -1.482660, -0.025868], [-2.634761, -0.747126, -0.251999], [-0.067585, 0.185180, -0.115860], [3.085320, -1.577646, 0.022668], [1.108989, 1.301403, 0.055930], [-2.143433, 1.774224, -0.678929], [3.355452, 1.081425, 0.665869], [-1.880496, 0.553170, 0.187497]],
  "atomic_forces_ev_per_a": [[-1.29, 0.52, 0.60], [-2.58, 3.17, -0.05], [0.25, -0.48, -0.43], [-2.57, 2.86, -0.22], [0.49, 1.36, 0.49], [3.43, -2.48, 0.72], [2.83, -2.43, 0.08], [0.03, -0.28, 0.20], [-0.06, -0.69, 0.27], [-0.12, -0.94, -0.85], [-0.41, -0.62, -0.81]],
  "nbo_charge": [-0.61, -0.04, -0.14, -0.29, -0.12, -0.69, 0.22, 0.71, -0.14, 0.26, 0.84],
  "orbital_gap_ev": [8.0, 8.0],
  "e_above_lowest_kcal_mol": 85.1,
  "lumo_ev": [-0.48, -0.48],
  "mol_weight_g_mol": 115.23,
  "total_energy_ha": -859.56781
}


Entry 12:
{
  "formula": "C3H5NSe",
  "method": "wB97M-V/def2-TZVPD",
  "species": ["H", "H", "C", "H", "H", "H", "N", "C", "Se", "C"],
  "positions_angstrom": [[2.011680, 0.547068, -1.116167], [-1.598143, 0.272455, -0.088385], [-1.212516, 0.440242, 0.936620], [-1.628375, 1.198730, 1.549657], [-1.247641, -0.501687, 1.563748], [-0.194717, 0.398507, -2.042360], [1.062496, -2.403248, -0.276053], [1.212993, 0.070055, -0.650129], [0.561465, 1.243306, 0.644659], [1.032759, -1.265427, -0.521590]],
  "atomic_forces_ev_per_a": [[1.46, 0.01, -1.05], [-0.27, 0.31, 0.76], [1.16, -1.47, 0.03], [-1.13, 0.75, 0.06], [0.48, 0.93, -1.00], [1.67, -0.56, 1.33], [-0.46, 1.12, -0.43], [-3.32, 2.94, -1.36], [-0.37, -0.25, 0.94], [0.78, -3.78, 0.73]],
  "nbo_charge": [0.25, 0.24, -0.78, 0.23, 0.24, 0.02, -0.27, -0.52, 0.41, 0.18],
  "orbital_gap_ev": [7.7, 7.8],
  "e_above_lowest_kcal_mol": 77.9,
  "lumo_ev": [-0.89, -1.21],
  "mol_weight_g_mol": 134.04,
  "total_energy_ha": -2573.32793
}